Below is a 13-piece molecular cluster, C57H92F4O15S3 overall at a distorted geometry, with properties calculated with ωB97M-V/def2-TZVPD.

The geometry in XYZ format:
```
171
Properties=species:S:1:pos:R:3:mulliken_charge:R:1
C 4.6531 1.6608 -4.9395 -0.756
C 4.1873 3.1329 -4.7629 -0.304
C 5.1572 3.6164 -3.6320 -0.472
O 5.3664 2.4209 -2.8775 -0.407
C 4.9058 1.2444 -3.5866 0.382
H 5.5461 1.5691 -5.5578 0.300
H 4.0468 0.9440 -5.4934 0.364
H 3.1673 3.0598 -4.3855 0.040
H 4.2805 3.8464 -5.5816 0.405
H 4.8397 4.4067 -2.9518 0.255
H 6.0784 3.9738 -4.0924 0.275
H 3.9239 1.0592 -3.1510 -0.307
H 5.5781 0.3939 -3.4730 0.302
C 4.7304 3.0120 0.9464 -0.049
C 5.4565 2.8676 2.2312 -0.711
C 5.4625 1.4091 2.5176 -0.683
O 4.6374 0.8009 1.5646 0.051
C 4.6968 1.5711 0.4140 -0.038
H 5.2256 3.7310 0.2938 0.364
H 3.8348 3.5437 1.2678 -0.180
H 4.8227 3.3360 2.9842 0.117
H 6.4609 3.2813 2.3218 0.297
H 5.2497 1.1138 3.5450 0.421
H 6.4326 0.9538 2.3180 0.397
H 3.8681 1.4284 -0.2795 -0.282
H 5.6005 1.3274 -0.1446 0.277
C 2.1229 -4.3323 -2.0260 0.500
C 2.4795 -3.7354 -3.3443 -0.032
C 3.9016 -3.4868 -3.3463 -0.414
O 4.4121 -4.1830 -2.2215 -0.537
C 3.4328 -4.2406 -1.2607 -0.024
H 1.8208 -5.3722 -2.1501 0.360
H 1.3420 -3.8634 -1.4272 -0.493
H 1.9942 -2.7638 -3.4359 -0.152
H 2.0631 -4.2793 -4.1922 0.251
H 4.2415 -2.4543 -3.4271 0.075
H 4.3626 -3.9711 -4.2071 0.299
H 3.4628 -3.2960 -0.7176 -0.220
H 3.5931 -5.0608 -0.5609 0.418
C -3.0779 3.0302 5.2188 -0.714
C -2.7971 2.1053 4.0757 1.713
C -4.0087 1.1696 4.1645 -0.432
O -4.1282 1.0626 5.6264 -0.517
C -3.6972 2.1687 6.3220 -0.417
H -3.8327 3.7182 4.8381 0.281
H -2.2291 3.6498 5.5084 0.303
H -1.9346 1.4733 4.2874 -0.848
H -2.6939 2.6040 3.1120 -0.383
H -3.7601 0.2599 3.6179 0.334
H -4.9110 1.6410 3.7750 0.248
H -2.9578 1.8324 7.0489 0.161
H -4.5569 2.5194 6.8930 0.323
C -6.1096 -0.8469 -2.4015 -0.869
C -4.8261 -0.9704 -1.5152 0.795
C -5.1455 -2.3234 -1.0145 -0.817
O -5.6317 -3.0099 -2.2203 -0.459
C -6.2005 -2.1304 -3.1818 -0.351
H -5.9701 -0.0274 -3.1065 0.331
H -7.0279 -0.5999 -1.8689 0.355
H -4.6851 -0.2113 -0.7458 -0.007
H -3.8942 -0.9968 -2.0800 -0.271
H -6.0117 -2.2267 -0.3600 0.487
H -4.3772 -2.7587 -0.3755 0.290
H -7.2519 -2.3842 -3.3167 0.332
H -5.6769 -1.9380 -4.1182 0.229
C -0.6014 -4.6138 3.0099 -0.551
C -0.6024 -5.8999 2.2463 -0.762
C 0.2333 -5.5768 0.9524 -0.473
O 0.4964 -4.1753 1.0826 -0.007
C -0.4757 -3.5599 1.9192 0.576
H 0.1708 -4.4965 3.7702 0.317
H -1.5209 -4.5017 3.5845 0.378
H -1.6278 -6.1921 2.0201 0.277
H -0.2383 -6.7128 2.8745 0.355
H -0.2478 -5.8007 0.0003 0.169
H 1.2379 -5.9987 0.9834 0.325
H -1.3105 -3.3741 1.2435 -0.096
H 0.0500 -2.6570 2.2297 -0.476
O -0.6437 -2.9999 -4.7985 -0.590
S -1.7530 -3.8576 -4.2078 1.150
O -3.0276 -4.0014 -4.8966 -0.715
O -1.1790 -5.4084 -4.0433 -0.218
C -1.3240 -6.2895 -5.1436 -0.236
C -0.7614 -7.7199 -4.9740 -1.334
C -1.9698 -3.5222 -2.3429 -0.011
H -0.7286 -5.8512 -5.9446 0.310
H -2.3835 -6.4019 -5.3735 0.294
H -1.3212 -8.3419 -4.2755 0.334
H 0.3074 -7.8052 -4.7780 0.340
H -0.7639 -8.2558 -5.9232 0.394
H -1.7857 -2.4592 -2.1874 -0.328
H -1.3699 -4.0963 -1.6367 0.106
H -3.0499 -3.5936 -2.2145 0.384
O -0.0632 -1.2294 -1.1548 0.343
S 0.9480 -0.2645 -0.6529 -0.048
O 1.9397 0.2805 -1.5530 -0.126
O 0.2118 0.9679 0.1945 0.215
C -0.7965 0.6588 1.1465 2.146
C -2.0830 0.9162 0.4454 0.034
C 1.8119 -1.0298 0.6852 1.180
H -0.7124 1.2888 2.0320 -1.613
H -0.9100 -0.4021 1.3691 -0.305
H -2.2219 1.9413 0.1021 -0.549
H -3.0361 0.6048 0.8731 0.555
H -1.9458 0.4231 -0.5170 -0.237
H 1.6848 -2.1060 0.5684 -0.100
H 1.3367 -0.6261 1.5793 -0.354
H 2.7773 -0.5363 0.7972 -0.932
O 0.4311 -0.3364 4.3354 -0.424
S 1.1584 0.2571 5.4249 1.109
O 2.1687 -0.5342 6.1763 -0.622
O 1.7840 1.7342 4.9004 -0.565
C 1.2318 2.3928 3.7104 2.125
C 1.4072 3.9156 3.7617 -1.545
C -0.1220 1.0768 6.4453 -1.133
H 0.1681 2.1775 3.6085 -1.155
H 1.7845 1.8863 2.9192 -0.045
H 0.6076 4.3441 4.3659 0.316
H 1.1687 4.3503 2.7910 0.300
H 2.3560 4.3208 4.1135 0.385
H 0.2971 0.9554 7.4442 0.515
H -0.9712 0.4089 6.3007 0.348
H -0.3428 2.1352 6.3071 0.229
F -4.2661 0.9081 -5.1277 -0.426
C -3.1640 1.1865 -4.4424 0.607
C -3.1729 2.2987 -3.6008 -0.651
C -1.9970 2.7349 -3.0213 0.145
C -0.7550 2.0291 -3.2825 -0.933
C -0.8132 0.8588 -4.0084 -0.309
C -2.0093 0.4020 -4.6163 -0.739
H -4.1374 2.7470 -3.4133 0.480
H -1.9535 3.5321 -2.2939 0.087
H 0.1617 2.3191 -2.7907 0.673
H 0.1052 0.3361 -4.2312 0.446
H -1.9731 -0.5301 -5.1607 0.576
F -0.7568 4.1428 -0.4186 0.291
C -0.3585 5.4139 -0.5574 0.365
C -1.3307 6.3212 -0.8682 -0.195
C -0.9722 7.6324 -1.1660 -0.706
C 0.3868 8.0199 -1.0754 -0.530
C 1.3479 7.1252 -0.5623 -0.777
C 0.9384 5.8172 -0.3109 -0.445
H -2.3605 5.9984 -0.9102 0.236
H -1.7086 8.3665 -1.4581 0.403
H 0.6612 9.0490 -1.2543 0.365
H 2.3723 7.4569 -0.6457 0.386
H 1.7590 5.1446 -0.1098 0.637
F 4.3606 -6.1786 4.3714 -0.356
C 4.4280 -5.0011 3.7393 0.564
C 5.0492 -5.1071 2.5231 -0.513
C 5.1756 -3.8794 1.7987 -0.634
C 4.5883 -2.6845 2.2424 -0.221
C 4.0501 -2.6463 3.5018 -0.164
C 3.9885 -3.7969 4.2955 -0.916
H 5.5410 -5.9986 2.1628 0.482
H 5.6839 -3.9206 0.8467 0.404
H 4.5904 -1.7728 1.6634 0.454
H 3.6513 -1.6990 3.8336 0.427
H 3.6384 -3.9464 5.3061 0.438
F -6.5590 3.5900 -2.0097 -0.310
C -6.0760 3.7046 -0.7829 0.140
C -6.8909 3.7333 0.3125 -0.492
C -6.3990 3.6964 1.5863 -0.709
C -5.0487 3.9877 1.8086 -0.430
C -4.1505 4.0555 0.7519 -0.619
C -4.6958 3.7716 -0.5763 0.137
H -7.9482 3.9503 0.2725 0.413
H -7.1195 3.4568 2.3543 0.426
H -4.6857 4.0668 2.8227 0.667
H -3.0776 4.1265 0.8530 0.538
H -4.0207 3.8970 -1.4099 0.139
```

**Lowest unoccupied orbital energy**: 0.172 eV
**Orbital gap**: 0.3317 Ha
**Energy relative to the best compared isomer or geometry (same formula, charge and spin)**: 0.0 kcal per mole
**E_HOMO**: -8.9 eV